No. 1
15
Properties=species:S:1:pos:R:3:mulliken_charge:R:1 method="wB97M-V/def2-TZVPD" relative_energy_kcal_mol=59.4 charge=0 gap_ev=9.71 mol_weight_g_mol=96.13 lumo_ev=0.3421 smiles=C[C@H]1CN[C@H]1C#N
N 0.984 3.001 0.044 -0.43
N 1.154 -0.214 1.240 -0.46
C 0.985 1.869 -0.206 -0.18
C -0.669 -0.187 0.053 0.38
C 0.339 0.816 0.617 0.38
C 0.225 -1.250 0.742 -0.62
C -0.895 -0.329 -1.443 -1.55
H -0.128 1.455 1.370 0.21
H -1.347 0.573 -1.875 0.36
H -1.586 -1.161 -1.624 0.40
H 0.034 -0.538 -1.985 0.37
H 0.675 -1.956 0.039 0.30
H -0.254 -1.786 1.565 0.25
H -1.627 -0.015 0.551 0.31
H 2.111 -0.278 0.914 0.28



No. 2
80
Properties=species:S:1:pos:R:3:mulliken_charge:R:1 method="wB97M-V/def2-TZVPD" charge=+2 gap_ev="6.82 / 7.33" mol_weight_g_mol=764.01 lumo_ev="-6.9458 / -6.4125" s2=8.78 spin_multiplicity=6
Sm -0.709 -0.239 0.165 0.87
P -0.258 -0.104 -2.736 0.85
P 0.198 0.780 2.803 1.17
O 2.753 -0.811 -0.191 -0.31
O -1.331 -2.314 0.115 -0.56
O 0.248 -3.833 0.324 -0.36
C 1.600 -0.714 -0.033 0.55
C 0.273 1.310 -3.742 0.48
C 0.156 2.783 -5.660 -0.69
C -1.269 -0.354 4.949 -0.09
C 1.103 3.630 -5.073 -0.52
C -2.397 -0.932 -4.437 -0.24
C -4.688 -1.034 -3.649 -0.65
C 1.573 -0.004 3.672 0.04
C -0.064 -2.591 0.190 0.46
C 2.822 -2.042 4.087 -0.80
C -2.416 -0.932 5.496 -0.70
C 0.350 5.356 3.319 -0.55
C 1.239 2.157 -3.164 -0.08
C 0.782 -3.921 -3.782 -0.89
C 2.005 -1.411 -3.681 -0.41
C 0.632 -1.540 -3.405 0.63
C -3.741 -1.256 -4.658 -0.85
C 1.257 3.297 2.433 -0.45
C -4.303 -0.461 -2.432 -0.97
C 3.748 0.100 4.728 -0.68
C -3.644 -0.451 3.464 -0.92
C -1.311 0.176 3.649 -0.02
C 1.533 -4.477 0.083 -0.47
C 1.676 -1.408 3.611 -0.16
C 2.615 0.747 4.239 -0.37
C -2.982 -0.054 -2.234 -0.35
C -2.012 -0.364 -3.209 0.65
C 2.747 -2.532 -4.051 -0.66
C 1.289 4.686 2.527 -0.69
C -0.269 1.629 -4.994 -0.44
C -3.600 -0.994 4.752 -0.60
C 1.642 3.319 -3.818 -0.81
C 3.859 -1.291 4.650 -0.56
C 0.282 2.560 3.135 0.31
C -2.519 0.171 2.917 -0.28
C -0.670 3.236 3.916 -0.52
C -0.630 4.629 4.002 -0.66
C 0.031 -2.808 -3.413 -0.31
C 2.133 -3.787 -4.114 -0.53
H 2.042 5.250 1.977 0.42
H 1.254 -5.533 0.049 0.26
H -5.731 -1.306 -3.816 0.41
H -2.380 -1.334 6.507 0.44
H -4.486 -1.469 5.179 0.42
H -1.375 5.147 4.606 0.43
H 2.220 -4.288 0.922 0.25
H 0.366 6.445 3.386 0.41
H -5.027 -0.315 -1.631 0.43
H 1.415 4.541 -5.587 0.39
H 1.952 -4.162 -0.884 0.22
H 2.905 -3.127 4.014 0.43
H 2.375 3.981 -3.353 0.41
H -1.022 -2.908 -3.146 0.43
H 3.804 -2.426 -4.298 0.44
H 1.654 1.906 -2.186 0.49
H 2.481 -0.431 -3.613 0.40
H -0.256 3.019 -6.643 0.43
H 4.554 0.689 5.164 0.43
H -2.598 0.677 1.935 0.76
H -0.333 -0.330 5.508 0.51
H -0.977 2.894 -0.219 0.13
H 2.707 -4.665 -4.410 0.42
H -4.039 -1.686 -5.617 0.42
H -0.253 3.043 -0.385 -0.09
H -2.726 0.538 -1.332 0.51
H -1.440 2.670 4.436 0.44
H 4.754 -1.792 5.023 0.41
H 2.533 1.832 4.291 0.44
H -1.649 -1.131 -5.210 0.46
H 0.293 -4.894 -3.820 0.43
H 0.864 -1.999 3.180 0.50
H -4.561 -0.502 2.878 0.43
H -1.021 0.986 -5.443 0.28
H 1.967 2.775 1.790 0.53



No. 3
25
Properties=species:S:1:pos:R:3:mulliken_charge:R:1 method="wB97M-V/def2-TZVPD" relative_energy_kcal_mol=195.8 charge=0 gap_ev="7.18 / 7.17" mol_weight_g_mol=192.17 lumo_ev="-1.1971 / -1.1984"
O -2.112 -0.195 -0.283 -0.63
O 0.647 -0.022 -1.117 -0.75
O 4.184 -2.194 0.488 -0.63
O -0.875 0.948 1.312 -0.23
O 2.324 -2.014 1.553 -0.60
N 3.022 -1.834 0.555 0.91
N 1.324 -0.631 -0.250 0.12
C 2.829 -1.848 -1.842 -0.95
C -1.480 2.134 -0.519 -1.49
C -3.294 1.360 0.997 -1.36
C -1.984 0.994 0.386 1.15
C -0.172 -0.084 1.717 -0.17
C 2.343 -1.403 -0.580 0.28
H 3.890 -1.838 -1.708 0.40
H -3.306 2.409 1.483 0.30
H 2.507 -2.856 -2.193 0.22
H -0.260 -1.088 1.354 0.45
H -1.333 3.020 -0.005 0.48
H 0.643 0.342 2.430 0.31
H -0.481 1.825 -0.711 0.38
H -1.249 -0.106 -0.797 0.46
H -2.053 2.277 -1.410 0.35
H -3.966 1.376 0.166 0.40
H 2.589 -1.093 -2.681 0.26
H -3.738 0.521 1.656 0.33